{"formula": "C48H69AsN7O4OsPSTe", "method": "ωB97M-V/def2-TZVPD", "symbols": ["Os", "C", "C", "N", "C", "C", "C", "S", "N", "C", "O", "C", "C", "C", "C", "C", "C", "H", "H", "H", "H", "H", "H", "H", "H", "H", "H", "H", "H", "H", "H", "H", "C", "As", "C", "C", "H", "H", "H", "H", "H", "H", "H", "H", "H", "C", "N", "C", "N", "C", "N", "C", "P", "C", "C", "H", "H", "H", "H", "H", "H", "H", "H", "H", "H", "H", "H", "H", "N", "C", "C", "O", "O", "H", "H", "H", "H", "H", "C", "C", "C", "C", "C", "C", "Te", "N", "C", "O", "C", "C", "C", "C", "C", "C", "C", "C", "C", "C", "C", "C", "C", "C", "C", "C", "C", "C", "H", "H", "H", "H", "H", "H", "H", "H", "H", "H", "H", "H", "H", "H", "H", "H", "H", "H", "H", "H", "H", "H", "H", "H", "H", "H", "H"], "xyz": [[-1.391, 0.006, 0.544], [-1.528, 5.141, 3.266], [-2.413, 4.931, 2.046], [-3.354, 3.816, 2.217], [-4.628, 4.169, 2.880], [-5.685, 4.607, 1.880], [-3.137, 2.590, 1.763], [-1.565, 2.294, 1.093], [-4.174, 1.743, 1.868], [-4.220, 0.463, 1.628], [-3.229, -0.350, 1.410], [-5.572, -0.148, 1.669], [-6.617, 0.516, 2.310], [-7.881, -0.050, 2.349], [-8.116, -1.275, 1.738], [-7.083, -1.934, 1.085], [-5.818, -1.372, 1.056], [-0.988, 6.082, 3.174], [-0.797, 4.337, 3.360], [-2.118, 5.183, 4.182], [-1.808, 4.753, 1.159], [-3.022, 5.815, 1.855], [-4.394, 4.970, 3.579], [-4.967, 3.310, 3.449], [-5.382, 5.508, 1.345], [-6.615, 4.829, 2.402], [-5.875, 3.814, 1.157], [-6.430, 1.469, 2.782], [-8.685, 0.463, 2.859], [-9.105, -1.712, 1.766], [-7.269, -2.884, 0.600], [-5.017, -1.856, 0.526], [-1.045, -1.980, 3.940], [-0.707, -0.411, 2.860], [1.174, -0.110, 3.159], [-1.428, 0.933, 4.040], [-0.689, -1.727, 4.937], [-0.511, -2.859, 3.597], [-2.113, -2.193, 3.985], [1.388, -0.147, 4.227], [1.411, 0.881, 2.775], [1.782, -0.852, 2.642], [-1.085, 0.715, 5.051], [-2.517, 0.928, 4.016], [-1.064, 1.903, 3.721], [0.009, -5.366, -0.469], [-0.053, -4.755, 0.932], [-1.382, -5.192, 1.585], [-2.478, -4.817, 0.772], [-2.358, -5.401, -0.560], [-1.126, -4.966, -1.217], [-1.135, -3.556, -1.597], [-1.349, -2.446, -0.106], [0.041, -3.259, 0.843], [-2.723, -3.374, 0.720], [0.032, -6.448, -0.337], [0.937, -5.027, -0.930], [0.723, -5.121, 1.485], [-1.430, -4.724, 2.567], [-1.324, -6.275, 1.691], [-3.211, -5.098, -1.164], [-2.353, -6.488, -0.480], [-1.961, -3.372, -2.277], [-0.209, -3.303, -2.110], [0.076, -2.864, 1.845], [0.987, -3.014, 0.359], [-3.636, -3.208, 0.155], [-2.881, -2.964, 1.718], [-3.162, 0.233, -4.560], [-3.072, 0.960, -3.252], [-2.735, -0.046, -2.160], [-2.627, -1.233, -2.463], [-2.647, 0.516, -1.025], [-3.625, 0.783, -5.284], [-3.660, -0.651, -4.414], [-2.225, -0.016, -4.881], [-4.018, 1.456, -3.046], [-2.268, 1.690, -3.311], [8.958, -1.422, 1.140], [7.532, -1.183, 0.735], [6.732, -0.274, 1.414], [5.405, -0.057, 1.061], [4.628, 0.992, 1.807], [4.879, -0.791, -0.007], [2.831, -0.658, -0.497], [0.168, 0.341, -0.363], [0.265, 1.340, -1.369], [-0.110, 1.055, -2.500], [0.861, 2.641, -0.996], [0.591, 3.738, -1.808], [1.065, 4.992, -1.458], [1.821, 5.150, -0.302], [2.112, 4.053, 0.500], [1.619, 2.804, 0.161], [3.051, -0.075, -2.491], [3.894, 1.000, -2.814], [4.594, 1.879, -1.812], [4.089, 1.279, -4.163], [3.469, 0.553, -5.169], [3.720, 0.857, -6.617], [2.597, -0.476, -4.803], [2.376, -0.804, -3.481], [1.442, -1.930, -3.141], [5.660, -1.704, -0.733], [5.146, -2.501, -1.909], [6.975, -1.884, -0.333], [9.248, -0.791, 1.977], [9.634, -1.222, 0.308], [9.104, -2.464, 1.429], [7.154, 0.294, 2.234], [5.040, 1.144, 2.803], [3.575, 0.726, 1.919], [4.670, 1.951, 1.286], [0.001, 3.601, -2.704], [0.852, 5.846, -2.086], [2.184, 6.131, -0.025], [2.723, 4.175, 1.385], [1.813, 1.953, 0.806], [4.048, 1.953, -0.873], [4.692, 2.887, -2.212], [5.597, 1.507, -1.594], [4.748, 2.097, -4.429], [4.416, 1.683, -6.737], [2.791, 1.114, -7.127], [4.136, -0.016, -7.122], [2.097, -1.044, -5.578], [1.097, -2.430, -4.044], [0.572, -1.548, -2.596], [1.940, -2.683, -2.522], [4.124, -2.861, -1.753], [5.778, -3.370, -2.079], [5.145, -1.903, -2.823], [7.583, -2.606, -0.866]], "forces_ev_per_angstrom": [[-1.02, -1.30, -0.11], [0.01, -0.02, -0.01], [-0.01, -0.07, 0.11], [-0.06, 0.10, 0.03], [0.02, -0.04, -0.13], [0.00, 0.00, 0.00], [-0.05, -0.07, 0.10], [0.06, 0.22, -0.17], [0.01, 0.18, -0.09], [0.25, -0.27, -0.06], [-0.49, -0.06, 0.29], [0.03, 0.06, 0.06], [-0.07, -0.01, 0.04], [0.03, 0.02, 0.01], [0.00, -0.02, -0.01], [0.01, 0.03, 0.01], [-0.08, -0.01, -0.02], [0.01, -0.02, 0.00], [-0.02, -0.01, 0.01], [0.00, 0.02, 0.00], [-0.02, 0.04, -0.07], [0.00, 0.01, 0.01], [-0.01, 0.00, 0.01], [0.02, 0.01, 0.04], [0.01, -0.01, -0.01], [0.01, 0.02, -0.01], [-0.01, -0.01, 0.01], [0.00, 0.00, -0.01], [0.00, 0.00, 0.00], [0.00, -0.01, 0.01], [0.00, 0.01, -0.01], [0.09, -0.07, -0.04], [-0.21, -0.09, -0.05], [0.59, 0.69, 0.15], [0.13, -0.12, 0.12], [-0.12, -0.14, 0.24], [-0.04, -0.05, 0.04], [0.03, -0.07, 0.11], [0.00, 0.03, 0.00], [0.05, 0.01, -0.02], [0.00, 0.01, 0.01], [0.01, -0.01, 0.00], [-0.03, 0.02, 0.00], [0.01, -0.01, -0.01], [0.02, 0.05, 0.03], [-0.05, 0.01, -0.06], [-0.03, 0.02, 0.00], [-0.01, 0.02, -0.04], [-0.09, 0.00, 0.00], [0.04, 0.05, -0.04], [0.00, 0.00, -0.02], [-0.21, 0.16, -0.08], [0.28, 0.01, 0.93], [0.18, -0.05, -0.21], [0.06, -0.04, -0.18], [-0.01, 0.00, 0.01], [0.01, 0.00, 0.02], [0.00, 0.05, 0.03], [0.02, 0.02, 0.01], [0.01, 0.00, -0.01], [-0.01, -0.02, 0.00], [0.00, -0.01, 0.01], [0.01, 0.00, -0.04], [-0.11, -0.08, 0.05], [0.03, 0.01, 0.18], [0.02, 0.00, -0.05], [-0.06, 0.04, 0.00], [-0.04, -0.02, 0.02], [0.00, 0.03, 0.01], [-0.04, 0.02, 0.01], [-0.21, 0.04, -0.05], [0.07, 0.11, 0.08], [0.18, 0.30, -0.61], [0.00, -0.01, 0.00], [0.02, -0.02, 0.02], [0.02, 0.00, -0.01], [-0.02, -0.02, -0.04], [-0.02, 0.03, -0.02], [-0.05, 0.01, -0.04], [0.06, -0.01, 0.03], [0.01, 0.02, -0.04], [0.05, 0.02, 0.04], [0.00, -0.02, -0.06], [-0.04, 0.19, 0.03], [0.26, -0.36, -0.09], [0.45, 0.82, -1.02], [-0.09, -0.83, 0.39], [0.00, 0.20, 0.21], [-0.02, 0.03, -0.07], [0.10, 0.05, 0.00], [0.01, -0.01, 0.00], [0.02, 0.00, -0.02], [0.01, 0.00, 0.00], [-0.02, -0.02, 0.10], [0.03, 0.27, 0.19], [0.01, 0.05, -0.02], [-0.03, -0.13, 0.01], [-0.03, -0.02, -0.03], [0.00, -0.03, 0.01], [-0.01, 0.00, 0.03], [0.06, 0.01, -0.08], [-0.04, -0.08, -0.01], [0.05, 0.12, 0.06], [0.01, -0.07, -0.04], [0.03, 0.08, 0.06], [0.00, -0.03, -0.02], [0.00, 0.01, 0.00], [0.00, 0.01, 0.00], [0.00, 0.00, 0.01], [-0.01, -0.02, 0.02], [-0.01, -0.01, 0.02], [-0.05, -0.02, 0.02], [-0.01, 0.01, -0.01], [0.01, -0.01, -0.01], [-0.02, 0.01, 0.02], [0.03, 0.00, -0.02], [-0.04, 0.01, 0.02], [-0.01, 0.04, -0.05], [-0.03, 0.02, 0.02], [0.00, 0.01, -0.01], [0.00, -0.01, 0.00], [-0.01, 0.01, -0.01], [0.00, 0.00, 0.00], [-0.01, 0.00, 0.00], [0.00, 0.00, 0.00], [0.01, -0.02, -0.01], [-0.06, 0.00, -0.03], [0.05, 0.10, -0.06], [-0.01, -0.03, -0.02], [0.03, -0.03, 0.00], [0.01, -0.01, 0.00], [-0.01, 0.00, 0.01], [0.01, 0.01, 0.00]], "gap_ev": [6.98, 4.83], "largest_force_ev_per_a": 1.7, "e_lumo_ev": [-7.353, -9.276], "s2": 0.939, "energy_ev": -160218.454, "charge": 3, "spin_multiplicity": 2}